(1)
ORCA calculation (ωB97M-V/def2-TZVPD) on C6H6Cl5INPtSi as an isolated structure in a non-equilibrium geometry.

Computed properties:
E_HOMO (spin up / spin down) = -11.93 / -11.93 eV
orbital gap (spin up / spin down) = 7.1 / 7.1 eV
calculated total energy = -3294.35700 hartree
ΔE to the lowest compared entry with this formula, charge and spin = 16.33 kcal per mole

Geometry as ORCA input:
```
! RIJCOSX wB97M-V def2-TZVPD def2/J DEFGRID3
* xyz 1 1
Pt -0.80922 0.25191 -1.07351
Cl -2.09306 -0.18136 -3.38178
C -0.58283 -0.69087 -4.19675
Cl 0.79875 -0.27301 -3.17368
H -0.50122 -0.15826 -5.13625
H -0.60667 -1.76518 -4.33164
I -2.06989 -1.89508 0.35817
C -0.34114 -1.26040 1.36041
C 0.02090 -1.73918 2.59900
C 1.13810 -1.16765 3.19672
C 1.83776 -0.16864 2.53889
C 1.41226 0.23477 1.28888
N 0.34129 -0.31293 0.70290
H -0.54892 -2.51715 3.08401
H 1.44875 -1.50237 4.17747
H 2.70162 0.29671 2.99002
H 1.92216 1.00557 0.72720
Cl -1.61215 2.54540 1.35355
Si -0.98049 2.47987 -0.58742
Cl -2.30711 3.41877 -1.78944
Cl 0.83110 3.39907 -0.70675
*
```

---

(2)
ORCA calculation (ωB97M-V/def2-TZVPD) on one molecule with the formula C6H6ClN in a non-equilibrium geometry.

Computed properties:
E_HOMO = -9.16 eV
orbital gap = 7.7 eV
calculated total energy = -747.01880 hartree
ΔE to the lowest compared entry with this formula, charge and spin = 105.45 kcal per mole
SMILES = C=C(Cl)/C(C)=C/C#N

Geometry as ORCA input:
```
! RIJCOSX wB97M-V def2-TZVPD def2/J DEFGRID3
* xyz 0 1
C 0.26356 -1.35063 -0.02110
C 0.23527 0.16475 -0.13045
C 1.30727 1.00052 0.43652
C 2.59021 0.51763 -0.02878
C -1.02588 0.61625 0.01659
C -2.24046 0.00487 -0.10599
H 1.27009 -1.56511 -0.43111
H -0.29685 -1.89794 -0.76962
H 0.15957 -1.69049 1.12400
H 1.35934 2.12959 0.66214
H -3.14201 0.81637 -0.05916
H -2.75388 -1.04075 -0.58685
N 3.55373 -0.05910 -0.34956
Cl -1.27995 2.35406 0.24335
*
```

---

(3)
ORCA calculation (ωB97M-V/def2-TZVPD) on one molecule with the formula C6H6ClN3O in a non-equilibrium geometry.

Computed properties:
E_HOMO = -9.93 eV
orbital gap = 10.1 eV
calculated total energy = -931.84229 hartree
ΔE to the lowest compared entry with this formula, charge and spin = 0.00 kcal per mole
SMILES = O=C[C@]1(Cl)C[C@@H]1n1cncn1

Geometry as ORCA input:
```
! RIJCOSX wB97M-V def2-TZVPD def2/J DEFGRID3
* xyz 0 1
C 2.68334 -0.60189 -0.15444
C 1.36560 -0.09625 1.41302
C -1.76813 -1.30297 -0.17281
C -0.98617 0.90644 -1.22269
C -0.44592 1.01671 0.17688
C -1.75554 0.14905 -0.21540
N 2.47951 -0.73256 1.14271
N 1.75897 0.13303 -0.71381
N 0.80457 0.38363 0.26216
O -2.43650 -2.08002 0.49398
Cl -3.14786 0.90593 0.49938
H 3.57591 -0.81855 -0.72375
H 1.00358 -0.06697 2.35019
H -0.80601 -1.70872 -0.65278
H -1.40121 1.91141 -1.58191
H -0.44633 0.22575 -1.82840
H -0.47782 1.77599 0.92766
*
```

---

(4)
ORCA calculation (ωB97M-V/def2-TZVPD) on C6H6CsO6 as an isolated structure in a non-equilibrium geometry.

Computed properties:
E_HOMO = -5.09 eV
orbital gap = 6.8 eV
calculated total energy = -703.88000 hartree
ΔE to the lowest compared entry with this formula, charge and spin = 0.00 kcal per mole

Geometry as ORCA input:
```
! RIJCOSX wB97M-V def2-TZVPD def2/J DEFGRID3
* xyz -1 1
O 3.69697 0.72307 0.49612
C 3.49999 2.11068 0.55899
O 2.39857 2.53371 0.14349
O 4.44212 2.72872 1.04251
C 2.86875 -0.10781 1.17941
H 2.41756 0.31781 2.07892
C 2.71852 -1.39012 0.82118
H 3.20084 -1.78728 -0.07298
H 2.14836 -2.05474 1.46982
H -0.98956 -0.21388 0.90406
O -1.73286 -0.02731 0.28432
C -2.47986 -1.11576 0.01049
C -3.47765 -1.13849 -0.88467
C -3.84102 -0.07194 -1.87355
O -4.74956 -0.34220 -2.68357
O -3.17425 1.00954 -1.88049
Cs -0.77705 2.90948 -1.14939
H -2.05947 -2.05753 0.42732
H -4.11038 -2.02595 -0.87198
*
```

---

(5)
ORCA calculation (ωB97M-V/def2-TZVPD) on C6H6F16HfN4O24S8 as an isolated structure in a non-equilibrium geometry.

Computed properties:
E_HOMO = -4.00 eV
orbital gap = 6.5 eV
calculated total energy = -7088.25747 hartree
ΔE to the lowest compared entry with this formula, charge and spin = 127.72 kcal per mole

Geometry as ORCA input:
```
! RIJCOSX wB97M-V def2-TZVPD def2/J DEFGRID3
* xyz -2 1
Hf -0.03435 0.32070 0.13598
C 3.91282 0.21905 3.22640
F 4.67671 1.04601 2.52367
F 4.60166 -0.58922 4.08590
F 3.03873 1.01618 3.93565
S 2.88612 -0.99538 2.06306
O 2.16104 -1.83041 3.03065
O 1.88583 -0.18596 1.29851
O 3.67282 -1.76059 1.11333
C -3.53410 -3.05856 1.62663
F -4.52368 -2.80038 2.53470
F -2.36551 -3.27758 2.16719
F -3.92245 -4.07702 0.89885
S -3.31042 -1.57412 0.39292
O -4.17331 -0.49694 0.78209
O -1.86654 -1.18506 0.32352
O -3.78019 -2.07725 -0.90283
C -0.18966 0.02921 -4.62028
F -1.02011 1.08348 -4.65211
F -0.32220 -0.66476 -5.80712
F 1.13095 0.44080 -4.51415
S -0.78030 -1.12137 -3.17178
O -0.20402 -2.45791 -3.29467
O -0.47116 -0.37458 -1.95714
O -2.26579 -1.12771 -3.20718
C -4.31327 3.00728 -0.85757
F -5.31517 2.39600 -0.37740
F -4.77173 3.78386 -1.78897
F -3.69184 3.71446 0.07219
S -3.03698 1.57029 -1.55052
O -2.30958 2.04009 -2.69425
O -2.01207 1.18947 -0.56004
O -3.86372 0.37351 -1.91641
N -0.72715 0.54892 2.26941
S -0.81806 -0.40055 3.55504
O -2.14971 -0.88683 3.86485
O 0.11450 -0.20655 4.67590
F -0.21551 -1.62165 2.69739
S -1.46893 1.78401 3.13060
O -0.74759 2.37923 4.24061
O -2.89752 1.77627 3.15646
F -1.04429 2.76691 1.88403
N 0.74148 2.29389 -0.37203
S 1.50866 3.48129 0.63668
O 0.80081 4.65030 1.18277
O 2.90909 3.67648 0.49031
F 1.40066 2.38865 1.83599
S 0.36888 3.53412 -1.30997
O 1.37093 4.40455 -1.95883
O -0.99977 3.96538 -1.15653
F 0.20568 2.52649 -2.60249
C 1.89687 -4.05179 0.19313
N 0.65530 -3.42241 -0.12447
O 0.62255 -2.20160 -0.22688
O -0.38646 -4.06917 -0.30255
H 2.13134 -4.01913 1.25712
H 2.57782 -3.42427 -0.38188
H 1.84732 -5.04670 -0.24939
C 4.12181 -0.78004 -2.52983
N 3.29122 -0.14860 -1.50710
O 2.03506 -0.25786 -1.58285
O 3.80909 0.68625 -0.76541
H 3.95567 -0.50269 -3.57078
H 4.04898 -1.86689 -2.49047
H 5.15272 -0.53160 -2.27764
*
```

---

(6)
ORCA calculation (ωB97M-V/def2-TZVPD) on a 2-piece molecular cluster, C6H6F3N2O2S2 overall in a non-equilibrium geometry.

Computed properties:
E_HOMO (spin up / spin down) = -1.99 / -1.98 eV
orbital gap (spin up / spin down) = 4.9 / 4.9 eV
calculated total energy = -1588.13965 hartree
ΔE to the lowest compared entry with this formula, charge and spin = 48.28 kcal per mole

Geometry as ORCA input:
```
! RIJCOSX wB97M-V def2-TZVPD def2/J DEFGRID3
* xyz -1 1
C -0.55313 -0.97662 -0.12195
C 2.80170 2.29939 -0.78464
C -2.52624 0.51983 -1.04625
C 1.40440 -0.04398 0.68802
C -1.79857 -0.77477 -0.69816
C 2.23753 -1.25658 0.88350
N 0.21657 0.07046 0.21718
N -2.09321 1.69593 -0.31949
O 2.64913 1.54110 -1.64706
O 3.00352 3.15139 -0.05162
F 1.88115 -2.17363 1.77427
F 2.38203 -1.90974 -0.28902
F 3.51254 -1.02442 1.18640
S -3.06181 -2.07009 -0.64177
S -2.47454 1.68282 1.27251
H 0.00501 -1.94858 -0.05736
H -2.35724 0.73309 -2.12803
H -3.69212 0.37960 -0.84366
H 1.85259 0.93798 1.03278
H -2.23871 -2.91277 -0.05003
H -1.15062 2.07958 1.62439
*
```

---

> Which value of ΔE to the lowest compared entry with this formula, charge and spin does entry 5 give?

127.72 kcal per mole

---

> Which value of calculated total energy does entry 2 give?

-747.01880 hartree